Entry 1:
{"formula": "C6H6ClF2N2O2S", "method": "the ωB97M-V functional and the def2-TZVPD basis", "homo_lumo_gap_ev": 5.897, "energy_ha": -1550.0307, "e_above_lowest_kcal_mol": 0.0, "total_charge": 1, "species": ["C", "C", "C", "C", "C", "C", "N", "N", "O", "O", "F", "F", "S", "Cl", "H", "H", "H", "H", "H", "H"], "coordinates": [[1.13279, 0.91905, 0.26106], [0.22548, 1.90573, 0.54159], [-0.74295, -0.65435, 0.16549], [0.61976, -0.41058, 0.09020], [-1.60406, 0.37378, 0.47157], [-1.44448, -1.99447, 0.20770], [-1.07844, 1.64374, 0.55398], [1.53662, -1.41421, -0.11462], [-5.34277, 0.72605, -0.84901], [-2.88920, 0.18971, 0.41846], [-0.64496, -2.99222, -0.35601], [-2.50144, -2.09302, -0.58430], [-5.19401, 0.10879, 0.44916], [-5.40333, -1.80042, 0.46185], [2.26532, 1.18518, 0.21245], [0.52674, 2.99835, 0.79339], [-1.67905, -2.28872, 1.29504], [-1.78477, 2.32257, 0.79653], [2.35530, -1.17531, -0.65740], [1.17753, -2.40991, -0.32321]], "forces_ev_per_a": [[1.0, 1.1, 0.1], [2.3, 1.8, 0.2], [-0.2, -0.8, 0.7], [1.7, -0.9, -0.5], [-1.8, 0.6, -1.4], [1.5, -1.4, 0.7], [-2.1, -0.7, 0.9], [-1.2, -1.8, -0.7], [0.0, -1.5, 2.0], [0.5, 0.9, 0.8], [0.4, 0.2, 0.9], [-1.4, 0.4, -0.2], [1.0, 2.2, -1.7], [0.0, -0.6, -0.3], [-2.4, -0.8, 0.1], [-0.5, -2.2, -0.7], [0.1, 0.2, -1.6], [0.3, 0.4, -0.1], [0.1, 0.1, 0.4], [0.7, 2.5, 0.5]], "nbo_charge": [-0.3250, 0.0880, -0.3193, 0.3059, 0.6358, 0.5869, -0.5303, -0.7698, -0.6511, -0.8064, -0.3630, -0.3225, 1.5124, 0.0173, 0.2650, 0.2510, 0.1543, 0.4325, 0.4041, 0.4344]}



Entry 2:
{"formula": "C4H39N2O14S", "method": "the ωB97M-V functional and the def2-TZVPD basis", "homo_lumo_gap_ev": 7.044, "energy_ha": -1736.9932, "e_above_lowest_kcal_mol": 28.5, "total_charge": -1, "species": ["C", "N", "C", "N", "C", "C", "S", "H", "H", "H", "H", "H", "H", "H", "H", "H", "H", "H", "H", "H", "O", "H", "H", "O", "H", "H", "O", "H", "H", "O", "H", "H", "O", "H", "H", "O", "H", "H", "O", "H", "H", "O", "H", "H", "O", "H", "H", "O", "H", "H", "O", "H", "H", "O", "H", "H", "O", "H", "H", "O"], "coordinates": [[-0.42342, -0.86725, -1.67682], [-0.15134, -0.34478, -0.31596], [1.02798, -0.99652, 0.31664], [2.12849, -0.03468, 0.56351], [0.45389, -0.22958, -2.77690], [1.18746, -1.26841, -3.62245], [2.70878, -1.91440, -2.78798], [-0.27449, -1.92674, -1.70269], [-1.53285, -0.67868, -1.93323], [-0.03451, 0.67115, -0.30538], [1.28645, -1.81720, -0.31151], [0.72636, -1.39097, 1.29107], [2.17946, 0.69601, -0.19835], [2.99074, -0.51439, 0.66615], [1.20167, 0.46207, -2.29980], [-0.14262, 0.39308, -3.43942], [0.55043, -2.11114, -3.88612], [1.48308, -0.83382, -4.62752], [3.46092, 2.83604, -1.06368], [3.25784, 1.66409, -2.09871], [2.78338, 2.31778, -1.52914], [-4.49869, -0.21020, 0.25823], [-3.60938, 0.23995, 1.44414], [-4.32334, 0.50738, 0.92605], [-0.05898, 1.83674, 2.47535], [-0.37421, 2.54915, 1.13760], [-0.77678, 2.28967, 1.93791], [4.04272, 0.86291, -3.97193], [3.81840, -0.22053, -2.82221], [4.20805, 0.70688, -3.00538], [2.03303, 1.40622, 3.39746], [1.67760, 0.66919, 2.05326], [1.32598, 0.99009, 2.94680], [-0.35685, 2.99192, -1.06883], [1.23637, 2.59811, -0.89181], [0.38485, 2.70458, -0.44675], [-2.36741, 3.20669, -0.89284], [-2.18831, 2.64251, -2.29207], [-1.86431, 3.28633, -1.76305], [0.46882, -0.44853, 3.62021], [-0.93745, -0.73385, 3.20669], [-0.25542, -1.02505, 3.77985], [-3.61825, 2.08860, 0.67774], [-2.34971, 2.66328, 1.17495], [-3.06949, 2.85138, 0.60577], [-1.62800, 0.89332, 1.92160], [-1.39594, -0.36517, 1.05595], [-1.89985, -0.11938, 1.88148], [-0.30172, -3.85862, 2.38922], [-0.58597, -2.63061, 3.44805], [-0.93815, -3.52343, 3.09937], [-3.04667, -1.65377, -0.75507], [-3.77695, -2.23374, 0.45858], [-3.91350, -1.80583, -0.38274], [-2.86632, -1.53994, 2.26017], [-2.51433, -2.98673, 2.42504], [-3.21765, -2.48100, 2.12114], [4.88052, -1.78239, -0.46590], [3.57098, -2.45766, -0.35461], [4.21864, -2.02014, 0.14888]], "forces_ev_per_a": [[-1.2, 1.8, -0.3], [0.1, -0.9, 0.3], [-0.7, 1.2, 0.4], [-1.8, 1.6, -0.7], [0.6, 0.3, 0.2], [1.1, 0.4, -0.8], [-0.4, -0.2, -0.2], [0.1, -0.7, 0.3], [1.5, -0.2, 0.4], [0.0, -0.2, -0.3], [0.6, -0.6, -0.5], [0.0, 0.0, 0.1], [0.2, -1.4, 1.0], [1.0, -0.5, -0.3], [-0.6, -0.7, -0.5], [-0.3, 0.2, 0.0], [-0.2, -0.1, 0.2], [-0.2, -0.3, 1.1], [-0.3, -0.4, -0.4], [0.4, -0.1, -0.2], [0.2, 0.6, 0.6], [0.6, 0.6, 0.9], [2.0, -1.1, 1.2], [-3.1, 0.7, -2.1], [-0.4, 0.7, -0.6], [1.4, 0.6, -2.1], [-0.6, -1.1, 3.0], [0.2, -0.4, 1.4], [-0.1, 0.2, -0.4], [-0.1, 0.1, -1.2], [1.1, 0.7, 0.6], [0.3, -0.1, -0.3], [-0.9, -0.6, -0.5], [1.1, -0.4, 0.4], [0.1, 0.1, -0.5], [-1.4, 0.3, 0.0], [0.2, -0.1, -0.7], [-1.6, -3.2, -2.6], [1.2, 3.3, 3.2], [1.2, 1.0, -0.2], [-1.4, 0.8, -1.2], [0.1, -2.0, 1.9], [-1.4, -1.5, -0.2], [1.2, 0.0, 1.1], [-0.2, 2.0, -1.2], [-0.5, -1.9, 0.1], [-0.1, -0.1, 0.0], [0.8, 2.1, -0.2], [-1.2, 1.0, 1.6], [0.0, -1.3, -0.7], [1.7, 0.0, -0.9], [0.3, 0.0, 0.0], [0.4, -0.6, 1.1], [-0.8, 0.3, -1.5], [-0.8, -1.7, -0.3], [2.4, -2.0, 1.0], [-2.0, 3.4, -0.6], [1.0, 0.4, -1.1], [-1.5, -0.9, -1.4], [0.6, 0.3, 2.5]], "nbo_charge": [-0.2141, -0.7103, -0.0580, -0.9093, -0.4338, -0.5010, -0.6764, 0.2057, 0.1709, 0.4073, 0.1975, 0.1609, 0.4034, 0.4118, 0.2052, 0.1913, 0.1919, 0.1862, 0.4772, 0.5198, -1.0117, 0.5102, 0.4838, -1.0090, 0.5192, 0.5125, -1.0169, 0.4754, 0.4831, -1.0292, 0.4820, 0.5103, -1.0195, 0.5140, 0.5131, -1.0623, 0.5126, 0.4640, -0.9789, 0.4990, 0.4936, -0.9927, 0.5039, 0.4840, -0.9849, 0.5148, 0.5186, -1.0812, 0.4738, 0.5140, -1.0125, 0.4710, 0.5093, -0.9820, 0.4931, 0.4945, -1.0038, 0.4753, 0.4921, -0.9586]}



Entry 3:
{"formula": "C33H66ClN2O15PS2", "method": "the ωB97M-V functional and the def2-TZVPD basis", "smiles": "CCc1c(CP(=O)(O)O)c(Cl)c(S)c2nsnc12.COCCOCCOC.COCCOCCOC.COCCOCCOC.COCCOCCOC", "homo_lumo_gap_ev": 6.860, "energy_ha": -4132.6621, "total_charge": 0, "species": ["C", "C", "C", "C", "C", "P", "O", "O", "O", "C", "Cl", "C", "S", "C", "N", "S", "N", "C", "H", "H", "H", "H", "H", "H", "H", "H", "H", "H", "C", "O", "C", "C", "O", "C", "C", "O", "C", "H", "H", "H", "H", "H", "H", "H", "H", "H", "H", "H", "H", "H", "H", "C", "O", "C", "C", "O", "C", "C", "O", "C", "H", "H", "H", "H", "H", "H", "H", "H", "H", "H", "H", "H", "H", "H", "C", "O", "C", "C", "O", "C", "C", "O", "C", "H", "H", "H", "H", "H", "H", "H", "H", "H", "H", "H", "H", "H", "H", "C", "O", "C", "C", "O", "C", "C", "O", "C", "H", "H", "H", "H", "H", "H", "H", "H", "H", "H", "H", "H", "H", "H"], "coordinates": [[3.93290, -0.21207, 4.54107], [2.81008, 0.87595, 5.03054], [2.62920, 1.89315, 3.78200], [1.71051, 1.39309, 2.61822], [0.98652, -0.04700, 2.76806], [-0.58437, 0.29371, 3.82270], [-0.76738, -0.76350, 4.91954], [-0.42012, 1.80636, 4.64457], [-1.90828, 0.48633, 2.77474], [1.49810, 2.31866, 1.36768], [0.41327, 1.75497, 0.02613], [2.21930, 3.70977, 1.32746], [1.91010, 4.75198, -0.16424], [3.12672, 4.20277, 2.50797], [3.84522, 5.43690, 2.67825], [4.63418, 5.43056, 4.21534], [4.19375, 3.88576, 4.80521], [3.35316, 3.28745, 3.78369], [3.58450, -1.27972, 4.79088], [4.00796, -0.15426, 3.39103], [4.96598, 0.00594, 4.97514], [1.81941, 0.33655, 5.29535], [3.14005, 1.42538, 5.98410], [1.61472, -0.80454, 3.34493], [0.70989, -0.51356, 1.76292], [0.10007, 1.66584, 5.47432], [-2.29077, 1.38498, 2.94312], [3.03733, 4.77061, -0.99076], [-2.81609, -1.61373, 0.75776], [-3.58581, -2.66669, 1.30424], [-4.10554, -2.33596, 2.59025], [-5.24459, -3.27794, 2.96049], [-6.48901, -2.91039, 2.36013], [-6.61507, -3.20603, 0.96771], [-6.82724, -4.68976, 0.69326], [-5.57926, -5.37843, 0.71324], [-5.74672, -6.77511, 0.86473], [-1.97030, -1.37530, 1.40853], [-2.43537, -1.93559, -0.21311], [-3.43859, -0.72536, 0.60765], [-4.46656, -1.30146, 2.59861], [-3.29068, -2.44361, 3.31609], [-5.41091, -3.19761, 4.03889], [-4.99865, -4.32108, 2.75325], [-5.77543, -2.79898, 0.40055], [-7.51173, -2.67045, 0.64071], [-7.26328, -4.82036, -0.30417], [-7.50514, -5.11022, 1.44479], [-6.21805, -7.00265, 1.82539], [-4.75866, -7.24086, 0.84609], [-6.34475, -7.18351, 0.04441], [10.34237, 2.26707, -1.72330], [9.71789, 3.50676, -1.45077], [8.85087, 3.91214, -2.50653], [7.89434, 4.99524, -2.02205], [6.77657, 4.47017, -1.30277], [7.04965, 4.02930, 0.02971], [7.24205, 5.18118, 1.00879], [8.57124, 5.68878, 0.91887], [8.68608, 6.97788, 1.49045], [10.93888, 2.32640, -2.64041], [11.00153, 2.02509, -0.88853], [9.59227, 1.47409, -1.81234], [8.27784, 3.05458, -2.87701], [9.47548, 4.31046, -3.31532], [7.46577, 5.48425, -2.90210], [8.40693, 5.76822, -1.44646], [7.88746, 3.32956, 0.04976], [6.15898, 3.47157, 0.33546], [7.09215, 4.82111, 2.03354], [6.51714, 5.97408, 0.79201], [8.06491, 7.69525, 0.94611], [9.72876, 7.29422, 1.41131], [8.40263, 6.95827, 2.54727], [2.20447, -2.96759, -2.44021], [3.20274, -1.99988, -2.17777], [2.76048, -1.01459, -1.24862], [3.94901, -0.25560, -0.67023], [4.60069, -0.96266, 0.38805], [5.42137, -2.06103, -0.01593], [6.73792, -1.61729, -0.64167], [6.54216, -1.27525, -2.01144], [7.60615, -0.49378, -2.52020], [1.30694, -2.49626, -2.85580], [2.59926, -3.67786, -3.16782], [1.95367, -3.51404, -1.52492], [2.19559, -1.48642, -0.43616], [2.10918, -0.31703, -1.78887], [3.57045, 0.66338, -0.21142], [4.66035, 0.04377, -1.44214], [4.87127, -2.74866, -0.66118], [5.65127, -2.60241, 0.90676], [7.45921, -2.44204, -0.60435], [7.13754, -0.75904, -0.08925], [7.66798, 0.46117, -1.98953], [7.40579, -0.29032, -3.57471], [8.55478, -1.03330, -2.43903], [-12.77261, -3.51541, -4.34992], [-11.61520, -2.70218, -4.33283], [-11.79736, -1.49769, -5.07218], [-10.72977, -0.47722, -4.69627], [-11.02712, 0.21917, -3.48424], [-10.82878, -0.52359, -2.27916], [-9.35734, -0.68865, -1.91930], [-8.78574, -1.76370, -2.66081], [-7.37191, -1.70674, -2.67286], [-13.03790, -3.79120, -5.37656], [-12.56111, -4.42358, -3.78390], [-13.60964, -2.99676, -3.87084], [-12.79090, -1.07920, -4.87633], [-11.70890, -1.74465, -6.13716], [-10.71172, 0.29303, -5.47322], [-9.73237, -0.91961, -4.66346], [-11.35222, -1.48094, -2.31503], [-11.30380, 0.07190, -1.49376], [-9.26454, -0.93250, -0.85441], [-8.82029, 0.24384, -2.12719], [-7.02959, -0.79585, -3.17284], [-6.99987, -2.56815, -3.23252], [-6.97591, -1.75022, -1.65385]], "forces_ev_per_a": [[-0.6, -0.1, -0.4], [0.4, 0.2, -0.8], [-1.5, -0.3, -1.3], [2.3, 2.4, 1.0], [0.0, 1.6, -0.1], [-0.8, -1.1, 3.1], [0.4, 2.1, -3.0], [-0.1, -2.1, -1.5], [2.3, 1.4, 2.1], [2.7, 2.2, 2.6], [1.5, 0.8, 1.8], [-0.2, -2.6, 0.5], [0.3, -0.3, 0.6], [1.0, -0.2, 2.1], [-1.1, -3.2, 1.1], [-2.7, -3.3, -2.4], [-2.3, -0.1, -4.0], [-0.4, 0.6, -0.9], [0.7, 1.6, -0.1], [0.0, -0.1, 1.8], [-1.5, -0.3, -0.5], [1.7, 0.9, -0.6], [-0.4, -0.7, -1.6], [-0.9, 1.3, -0.7], [0.3, 0.9, 1.3], [-0.7, -0.1, -1.0], [0.3, -0.9, -0.2], [-0.5, -0.5, 1.3], [0.0, -0.4, 0.0], [-0.2, 0.2, -0.1], [0.2, -0.6, -0.2], [-0.1, 0.4, 0.1], [0.2, -0.1, -0.2], [-0.3, -0.1, 0.3], [0.6, 0.1, -0.2], [-0.1, -0.1, 0.2], [0.2, 0.3, -0.1], [-0.1, 0.1, -0.1], [-0.1, -0.1, 0.1], [0.1, 0.1, 0.1], [0.0, 0.0, 0.1], [-0.1, 0.2, 0.2], [0.0, 0.1, -0.1], [0.1, 0.1, -0.2], [0.1, -0.3, 0.0], [0.0, -0.1, 0.1], [-0.2, 0.0, 0.0], [0.0, 0.1, 0.0], [-0.1, -0.1, 0.0], [-0.1, 0.1, 0.0], [-0.1, -0.1, 0.0], [0.0, 0.3, 0.1], [-0.2, -0.2, 0.0], [0.3, 0.3, 0.5], [-0.2, -0.3, -0.2], [0.3, 0.0, 0.1], [-0.3, 0.2, 0.0], [0.6, -0.2, -0.1], [-0.1, 0.2, -0.1], [0.2, -0.3, -0.1], [0.0, -0.1, 0.0], [-0.1, 0.1, 0.0], [0.1, 0.0, -0.1], [-0.1, 0.0, 0.0], [-0.1, 0.0, -0.2], [0.0, -0.1, 0.0], [0.2, -0.2, 0.1], [0.1, 0.2, 0.1], [0.0, 0.1, 0.0], [-0.2, 0.0, 0.1], [-0.1, -0.1, 0.0], [-0.1, 0.1, 0.1], [-0.1, -0.1, 0.0], [-0.1, 0.1, 0.1], [0.2, 0.2, 0.0], [0.0, -0.1, 0.3], [0.5, 0.0, -0.5], [-0.2, -0.1, 0.3], [0.0, -0.1, -0.3], [0.2, 0.2, 0.3], [-0.3, -0.2, -0.5], [0.1, 0.3, 0.1], [-0.3, -0.2, -0.1], [-0.1, -0.1, 0.1], [0.0, 0.1, 0.0], [-0.2, 0.0, 0.0], [0.0, 0.0, 0.1], [-0.1, 0.1, 0.2], [0.0, -0.1, 0.1], [-0.1, -0.2, -0.1], [0.1, 0.1, -0.2], [0.0, 0.1, 0.0], [0.1, 0.0, 0.2], [0.0, 0.0, 0.1], [0.1, 0.0, 0.1], [0.0, -0.1, 0.1], [0.1, 0.1, 0.0], [0.3, 0.1, 0.0], [-0.2, 0.1, 0.1], [0.5, -0.3, 0.2], [-0.3, 0.2, 0.0], [0.1, -0.3, 0.0], [0.1, 0.4, 0.0], [-0.2, -0.6, -0.2], [0.1, 0.2, -0.1], [-0.3, -0.2, 0.0], [-0.1, 0.0, 0.0], [0.1, 0.1, -0.1], [-0.1, 0.0, -0.1], [0.0, 0.1, 0.0], [-0.1, 0.2, -0.1], [-0.1, 0.0, 0.1], [-0.1, -0.2, 0.1], [0.2, -0.1, -0.1], [0.1, 0.1, -0.1], [0.0, 0.2, 0.1], [-0.1, 0.0, 0.0], [0.1, 0.1, 0.1], [-0.1, 0.1, 0.1], [0.1, 0.1, 0.0]], "lowdin_charge": [-0.1002, -0.1905, -0.0716, -0.1726, -0.1695, 0.6534, -0.3473, -0.2036, -0.1971, -0.5162, 0.6055, -0.4927, 0.6727, -0.2650, -0.2614, 0.9221, -0.2719, -0.2103, 0.0814, 0.0749, 0.0802, 0.0837, 0.1135, 0.0918, 0.0796, 0.0753, 0.0969, -0.1155, -0.1134, -0.1970, -0.1903, -0.1700, -0.1334, -0.1812, -0.1918, -0.2049, -0.1119, 0.0567, 0.0888, 0.0896, 0.1261, 0.1264, 0.1271, 0.1204, 0.1151, 0.1156, 0.1249, 0.1284, 0.0865, 0.0886, 0.0859, -0.0999, -0.2002, -0.1936, -0.1725, -0.1406, -0.1700, -0.2029, -0.2035, -0.1084, 0.0904, 0.0913, 0.0609, 0.1226, 0.1259, 0.1263, 0.1213, 0.1208, 0.1212, 0.1107, 0.1252, 0.0877, 0.0892, 0.0847, -0.1075, -0.2013, -0.2054, -0.1664, -0.1451, -0.1716, -0.1931, -0.2008, -0.1111, 0.0874, 0.0886, 0.0874, 0.1194, 0.1131, 0.1118, 0.1238, 0.1218, 0.1257, 0.1257, 0.1280, 0.0653, 0.0941, 0.0896, -0.1118, -0.2061, -0.1982, -0.1749, -0.1359, -0.1735, -0.1947, -0.2053, -0.1038, 0.0865, 0.0878, 0.0870, 0.1272, 0.1249, 0.1258, 0.1201, 0.1206, 0.1262, 0.1207, 0.1286, 0.0881, 0.0921, 0.0702]}



Entry 4:
{"formula": "C3H4BrN", "method": "the ωB97M-V functional and the def2-TZVPD basis", "homo_lumo_gap_ev": 10.601, "energy_ha": -2745.3957, "e_above_lowest_kcal_mol": 41.6, "total_charge": 0, "species": ["C", "C", "C", "N", "Br", "H", "H", "H", "H"], "coordinates": [[-0.62711, 1.50434, -0.23955], [0.96760, -0.72755, 0.39528], [-0.61528, 0.10264, -0.52547], [-0.70939, 2.60678, 0.14323], [-2.23451, -0.83856, 0.06387], [1.41762, -0.14459, 1.12932], [1.73620, -0.75372, -0.36460], [0.57577, -1.54978, 0.88821], [-0.51091, -0.19956, -1.49029]], "forces_ev_per_a": [[-0.5, 2.2, 1.1], [-2.2, 2.6, -2.9], [2.4, -1.6, 4.5], [0.3, -2.2, -1.0], [0.5, 0.4, 0.0], [0.0, 1.9, 1.4], [-0.3, -0.9, -0.5], [-0.7, -2.0, 0.1], [0.5, -0.4, -2.7]], "nbo_charge": [0.2148, -0.4975, -0.3438, -0.2764, 0.0485, 0.2045, 0.2112, 0.2105, 0.2281]}



Number 1: E_HOMO -12.67 eV, LUMO level -0.2488 Eh. Number 2: E_HOMO -4.61 eV, LUMO level 0.0895 Eh. Number 3: E_HOMO -8.70 eV, LUMO level -0.0678 Eh. Number 4: E_HOMO -10.37 eV, LUMO level 0.0083 Eh.